(1)
DFT (ωB97M-V/def2-TZVPD) results for C46H32BrF5N7O2STi as an isolated structure.

```
95
C46H32BrF5N7O2STi, DFT ωB97M-V/def2-TZVPD
Ti -0.19 0.36 0.18
C -0.97 3.92 -1.96
C -0.15 3.93 -3.09
C 0.69 2.86 -3.30
C 0.70 1.79 -2.39
N -0.09 1.79 -1.29
C -0.91 2.84 -1.10
N 1.52 0.76 -2.70
C 1.52 -0.40 -2.11
N 0.76 -0.84 -1.06
C 1.05 -2.15 -0.83
N 0.69 -2.93 0.15
C -0.11 -2.60 1.17
C -0.26 -3.61 2.15
C -1.09 -3.41 3.23
C -1.81 -2.21 3.29
C -1.61 -1.27 2.31
N -0.75 -1.41 1.29
C 2.02 -2.62 -1.82
C 2.62 -3.84 -2.04
C 3.59 -3.91 -3.03
C 3.95 -2.79 -3.77
C 3.33 -1.57 -3.57
C 2.36 -1.49 -2.59
H -1.62 4.74 -1.73
H -0.17 4.76 -3.77
H 1.34 2.79 -4.16
H -1.56 2.80 -0.24
H 0.29 -4.52 2.02
H -1.19 -4.15 4.00
H -2.51 -2.03 4.09
H -2.19 -0.35 2.33
H 2.33 -4.71 -1.47
H 4.09 -4.86 -3.22
H 4.71 -2.89 -4.53
H 3.59 -0.70 -4.15
Br -5.08 5.01 3.92
C -3.66 3.94 3.24
C -2.37 4.13 3.72
C -1.35 3.31 3.28
C -1.60 2.31 2.32
C -2.90 2.19 1.82
C -3.93 2.98 2.29
N -0.59 1.43 1.93
C 0.21 1.01 2.89
C 1.35 0.24 2.60
C 2.20 -0.28 3.60
C 3.36 -0.92 3.25
C 3.69 -0.97 1.89
C 2.80 -0.48 0.96
N 1.61 0.05 1.27
H -2.17 4.91 4.44
H -0.35 3.48 3.64
H -3.12 1.45 1.06
H -4.93 2.83 1.92
H 0.00 1.26 3.94
H 1.92 -0.15 4.64
H 4.01 -1.33 4.00
H 4.63 -1.39 1.57
H 3.08 -0.48 -0.09
F 5.57 4.96 -0.82
C 4.30 4.91 -0.39
C 3.63 3.70 -0.23
F 4.26 2.54 -0.48
C 2.32 3.69 0.19
F 1.72 2.47 0.38
C 1.58 4.85 0.46
S -0.06 4.82 0.92
C 2.30 6.06 0.32
F 1.68 7.22 0.60
C 3.62 6.10 -0.09
F 4.24 7.27 -0.21
C -1.44 -5.86 -1.74
C -1.93 -4.45 -1.58
C -2.85 -4.13 -0.60
C -3.26 -2.82 -0.38
C -4.33 -2.52 0.62
C -2.69 -1.81 -1.16
C -1.84 -2.12 -2.23
C -1.44 -1.07 -3.22
C -1.47 -3.44 -2.42
C -2.94 -0.38 -0.76
O -4.04 0.13 -0.72
O -1.86 0.24 -0.38
H -2.02 -6.56 -1.15
H -0.40 -5.93 -1.43
H -1.48 -6.16 -2.79
H -3.27 -4.91 0.02
H -4.75 -3.44 1.02
H -5.13 -1.95 0.14
H -3.96 -1.92 1.45
H -1.30 -0.10 -2.75
H -2.23 -0.96 -3.97
H -0.52 -1.35 -3.74
H -0.81 -3.70 -3.23
```

The calculation puts the relative energy (zero: lowest compared OMol25 entry of this formula, charge and spin) at 23.4 kcal per mole. As for the spin multiplicity: 2. Its orbital gap (alpha / beta) is 4.4218 / 4.3640 eV.

Charge distribution, Löwdin scheme, values in e:
1 Ti 0.986
2 C -0.071
3 C -0.035
4 C 0.009
5 C -0.319
6 N 0.001
7 C -0.175
8 N 0.196
9 C -0.300
10 N 0.021
11 C -0.292
12 N 0.195
13 C -0.304
14 C 0.008
15 C -0.046
16 C -0.046
17 C -0.138
18 N 0.057
19 C -0.100
20 C -0.001
21 C -0.067
22 C -0.064
23 C 0.006
24 C -0.100
25 H 0.104
26 H 0.112
27 H 0.113
28 H 0.073
29 H 0.114
30 H 0.110
31 H 0.111
32 H 0.110
33 H 0.111
34 H 0.105
35 H 0.106
36 H 0.118
37 Br 0.734
38 C -0.672
39 C -0.117
40 C -0.092
41 C -0.311
42 C -0.020
43 C -0.102
44 N 0.024
45 C -0.061
46 C -0.229
47 C 0.016
48 C -0.029
49 C -0.003
50 C -0.076
51 N 0.024
52 H 0.109
53 H 0.105
54 H 0.087
55 H 0.109
56 H 0.148
57 H 0.122
58 H 0.116
59 H 0.115
60 H 0.127
61 F 0.095
62 C -0.149
63 C -0.154
64 F 0.088
65 C -0.206
66 F 0.005
67 C -0.590
68 S 0.718
69 C -0.248
70 F 0.065
71 C -0.149
72 F 0.106
73 C -0.041
74 C -0.264
75 C -0.006
76 C -0.199
77 C -0.018
78 C -0.062
79 C -0.203
80 C -0.007
81 C -0.012
82 C -0.507
83 O 0.119
84 O -0.170
85 H 0.075
86 H 0.074
87 H 0.081
88 H 0.115
89 H 0.082
90 H 0.088
91 H 0.066
92 H 0.067
93 H 0.101
94 H 0.084
95 H 0.124

(2)
DFT (ωB97M-V/def2-TZVPD) results for C38H50BCeN12O6P2S5 as an isolated structure.

```
115
C38H50BCeN12O6P2S5, DFT ωB97M-V/def2-TZVPD
Ce -0.02 -0.34 -0.11
C 4.49 -0.18 -0.66
C 3.37 -0.88 -0.21
N 2.29 -0.57 -0.93
N 2.70 0.34 -1.86
C 4.02 0.58 -1.71
B 1.74 0.71 -3.05
N 0.60 1.70 -2.62
C 0.45 2.97 -3.05
C -0.65 3.52 -2.42
C -1.13 2.49 -1.60
N -0.37 1.40 -1.73
N 1.10 -0.64 -3.44
C 1.55 -1.56 -4.31
C 0.82 -2.71 -4.13
C -0.06 -2.41 -3.09
N 0.12 -1.16 -2.67
N 2.47 1.38 -4.19
C 2.25 1.28 -5.53
C 3.03 2.20 -6.16
C 3.71 2.86 -5.12
N 3.36 2.37 -3.94
H 5.49 -0.23 -0.29
H 3.31 -1.57 0.61
H 4.53 1.28 -2.34
H 1.11 3.40 -3.78
H -1.05 4.51 -2.53
H -1.98 2.49 -0.94
H 2.36 -1.35 -4.98
H 0.91 -3.64 -4.67
H -0.80 -3.04 -2.63
H 1.54 0.57 -5.93
H 3.11 2.40 -7.22
H 4.42 3.66 -5.18
C -0.65 -1.46 3.56
N -1.90 -1.62 2.82
C -2.43 -2.98 2.71
P -2.53 -0.32 2.06
O -1.63 0.52 1.22
O -3.69 -0.99 1.11
P -3.36 -1.48 -0.40
O -1.89 -1.56 -0.64
N -4.08 -2.96 -0.44
C -4.00 -3.65 -1.72
C -5.31 -3.26 0.30
N -4.05 -0.30 -1.33
C -5.49 -0.12 -1.25
C -3.45 0.05 -2.63
N -3.32 0.57 3.17
C -4.23 -0.08 4.12
C -3.61 1.98 2.93
H -0.75 -1.91 4.55
H -0.42 -0.41 3.68
H 0.19 -1.94 3.04
H -2.19 -3.51 3.63
H -1.98 -3.52 1.87
H -3.51 -2.97 2.58
H -3.08 -3.38 -2.24
H -4.85 -3.41 -2.37
H -4.00 -4.73 -1.55
H -5.41 -2.60 1.16
H -5.26 -4.29 0.67
H -6.20 -3.16 -0.33
H -5.87 -0.52 -0.31
H -6.01 -0.61 -2.07
H -5.73 0.95 -1.28
H -2.40 -0.24 -2.64
H -3.51 1.13 -2.77
H -3.98 -0.43 -3.45
H -3.92 -1.11 4.29
H -5.26 -0.07 3.75
H -4.20 0.46 5.06
H -2.91 2.38 2.19
H -3.47 2.54 3.86
H -4.63 2.13 2.58
O 1.45 2.06 0.15
C 2.24 2.25 1.31
C 2.11 0.86 2.17
O 2.79 0.78 3.17
O 1.27 0.06 1.69
C 1.58 3.26 2.23
C 0.18 3.22 2.37
C -0.45 4.12 3.20
C 0.29 5.06 3.90
C 1.67 5.10 3.77
C 2.32 4.19 2.95
C 3.66 2.62 0.96
C 3.85 3.57 -0.05
C 5.12 3.99 -0.39
C 6.23 3.47 0.27
C 6.05 2.53 1.27
C 4.78 2.10 1.61
H 1.94 2.47 -0.58
H -0.39 2.48 1.82
H -1.53 4.09 3.31
H -0.21 5.77 4.55
H 2.25 5.84 4.31
H 3.40 4.22 2.87
H 3.00 4.05 -0.54
H 5.24 4.73 -1.17
H 7.22 3.81 0.00
H 6.91 2.12 1.79
H 4.65 1.38 2.40
C -1.11 -6.32 -0.31
S -0.78 -6.37 1.48
C 0.71 -5.51 1.73
C 1.11 -4.25 1.26
S 0.20 -3.23 0.26
S 2.68 -3.74 1.83
C 3.05 -5.12 2.83
S 4.45 -5.29 3.64
S 1.79 -6.32 2.82
H -1.91 -7.04 -0.46
H -0.22 -6.64 -0.84
H -1.41 -5.33 -0.62
```

Its charge is +2. As for the spin multiplicity: 2. Its orbital gap (alpha / beta) is 5.2769 / 4.7488 eV.

Results of the Löwdin charge analysis, in e, for atoms 1 through 99:
1 Ce 1.135
2 C -0.001
3 C -0.110
4 N -0.051
5 N 0.044
6 C -0.022
7 B -0.625
8 N 0.045
9 C -0.011
10 C 0.005
11 C -0.110
12 N -0.091
13 N 0.024
14 C -0.034
15 C -0.011
16 C -0.142
17 N -0.015
18 N -0.029
19 C -0.078
20 C -0.041
21 C -0.130
22 N 0.054
23 H 0.118
24 H 0.058
25 H 0.116
26 H 0.131
27 H 0.114
28 H 0.126
29 H 0.133
30 H 0.109
31 H 0.086
32 H 0.119
33 H 0.103
34 H 0.112
35 C -0.049
36 N -0.268
37 C -0.071
38 P 0.551
39 O -0.343
40 O -0.239
41 P 0.549
42 O -0.434
43 N -0.270
44 C -0.070
45 C -0.083
46 N -0.269
47 C -0.067
48 C -0.063
49 N -0.271
50 C -0.060
51 C -0.065
52 H 0.106
53 H 0.097
54 H 0.067
55 H 0.105
56 H 0.035
57 H 0.075
58 H 0.071
59 H 0.098
60 H 0.094
61 H 0.073
62 H 0.099
63 H 0.096
64 H 0.077
65 H 0.098
66 H 0.100
67 H 0.058
68 H 0.092
69 H 0.099
70 H 0.080
71 H 0.097
72 H 0.102
73 H 0.068
74 H 0.098
75 H 0.098
76 O -0.037
77 C -0.276
78 C -0.527
79 O 0.122
80 O -0.144
81 C -0.123
82 C -0.018
83 C -0.073
84 C -0.067
85 C -0.053
86 C 0.006
87 C -0.168
88 C -0.035
89 C -0.059
90 C -0.063
91 C -0.059
92 C -0.028
93 H 0.088
94 H 0.084
95 H 0.086
96 H 0.108
97 H 0.113
98 H 0.123
99 H 0.128

(3)
DFT (ωB97M-V/def2-TZVPD) results for one molecule with the formula C3H8N2O2.

```
15
C3H8N2O2, DFT ωB97M-V/def2-TZVPD
N 0.90 0.38 -1.43
C 0.23 0.17 -0.13
C 0.90 -0.87 0.72
O 2.17 -0.43 1.23
C -1.24 -0.17 -0.36
N -2.16 0.58 0.33
O -1.57 -1.02 -1.15
H 1.24 1.31 -1.57
H 0.29 0.09 -2.18
H 0.24 1.14 0.40
H 0.30 -1.10 1.60
H 1.13 -1.76 0.14
H 2.39 0.43 0.83
H -3.04 0.11 0.49
H -1.80 1.13 1.09
```

The calculation puts the relative energy (zero: lowest compared OMol25 entry of this formula, charge and spin) at 22.6 kcal per mole. As for the SMILES: NC(=O)[C@H](N)CO. Its orbital gap is 10.1949 eV.

Charge distribution, natural (NBO) scheme, values in e:
1 N -0.846
2 C -0.173
3 C -0.065
4 O -0.719
5 C 0.673
6 N -0.817
7 O -0.602
8 H 0.366
9 H 0.387
10 H 0.178
11 H 0.171
12 H 0.197
13 H 0.464
14 H 0.402
15 H 0.385

(4)
DFT (ωB97M-V/def2-TZVPD) results for a 6-piece molecular cluster, H13O6 overall.

```
19
H13O6, DFT ωB97M-V/def2-TZVPD
O -1.52 1.17 -0.21
H -2.27 1.69 -0.53
H -1.15 0.75 -1.02
O 1.21 1.58 -0.67
H 1.86 2.27 -0.92
H 0.41 2.13 -0.62
O 2.07 0.22 1.61
H 1.99 0.46 0.67
H 2.77 -0.46 1.68
O -1.12 -2.14 0.31
H -1.51 -2.99 0.04
H -1.29 -1.55 -0.46
O -0.39 -0.66 -1.85
H 0.49 -0.26 -1.91
H -0.20 -1.50 -2.26
O -0.38 -0.20 1.77
H -0.68 -0.98 1.19
H -0.94 0.50 1.37
H 0.64 -0.03 1.80
```

Its charge is +1. The calculation puts the relative energy (zero: lowest compared OMol25 entry of this formula, charge and spin) at 8.8 kcal per mole. Its orbital gap is 12.8698 eV.

Charge distribution, natural (NBO) scheme, values in e:
1 O -1.003
2 H 0.508
3 H 0.509
4 O -0.992
5 H 0.501
6 H 0.504
7 O -0.931
8 H 0.515
9 H 0.515
10 O -0.972
11 H 0.521
12 H 0.504
13 O -0.985
14 H 0.510
15 H 0.503
16 O -0.838
17 H 0.542
18 H 0.552
19 H 0.537

| no. | F_max (eV Å⁻¹) |
| --- | --- |
| 1 | 2.60 |
| 2 | 4.72 |
| 3 | 1.57 |
| 4 | 1.24 |